1.
83
Properties=species:S:1:pos:R:3 method="wB97M-V/def2-TZVPD" spin_multiplicity=3 orbital_gap_ha="0.259 / 0.246" homo_energy_ev="-7.59 / -8.00"
Mo -0.45354 0.02620 0.36869
O -4.37176 2.62385 0.13239
C -5.18848 1.59735 -0.15809
C -6.50061 1.89442 -0.53021
C -7.38306 0.88040 -0.83743
C -6.98293 -0.45273 -0.77392
C -5.69013 -0.75582 -0.40543
C -4.77051 0.25351 -0.10373
C -3.38799 -0.08582 0.26697
O -2.54848 0.85115 0.55631
N -3.06055 -1.36222 0.34008
N -1.75563 -1.50833 0.65686
C -1.37427 -2.66030 1.13385
C -0.05269 -2.68713 1.65652
C 0.53200 -3.77735 2.31425
C 1.74190 -3.61012 2.94003
C 2.36423 -2.36032 2.88725
C 1.76701 -1.35232 2.16900
N 0.59006 -1.50255 1.55799
H -3.49992 2.24035 0.37362
H -6.80200 2.93297 -0.55972
H -8.39486 1.12687 -1.13311
H -7.68364 -1.24294 -1.00744
H -5.35695 -1.78125 -0.33275
H -2.06186 -3.49219 1.19638
H 0.00440 -4.72103 2.32670
H 2.21098 -4.42721 3.47081
H 3.30799 -2.18506 3.38214
H 2.24476 -0.38589 2.07111
O 2.49118 3.24820 3.48679
C 1.65886 2.68446 4.37855
C 1.94995 2.81956 5.73447
C 1.11819 2.26730 6.68904
C -0.02400 1.56547 6.31421
C -0.30384 1.39563 4.97431
C 0.52517 1.94784 3.99652
C 0.24161 1.66461 2.58723
O -0.43069 0.60271 2.27254
N 0.73547 2.43068 1.64924
N 0.40545 1.93883 0.41210
C 0.74026 2.67891 -0.59649
C 0.33439 2.43609 -1.94450
C 0.80834 3.27398 -2.96682
C 0.32023 3.18265 -4.24855
C -0.69914 2.27382 -4.53263
C -1.14834 1.40379 -3.56098
C -0.60634 1.42494 -2.27137
O -0.96206 0.52359 -1.38091
H 2.10232 3.14126 2.59209
H 2.83337 3.37764 6.01465
H 1.35415 2.39281 7.73779
H -0.68679 1.15936 7.06599
H -1.17255 0.83781 4.65088
H 1.31175 3.57633 -0.37499
H 1.57823 3.99725 -2.72508
H 0.70881 3.82600 -5.02591
H -1.12753 2.23486 -5.52543
H -1.93453 0.69065 -3.77472
C 4.65489 -0.26996 -3.04014
Si 4.24051 -0.99217 -1.34793
C 5.42945 -0.35716 -0.02472
C 4.37986 -2.87562 -1.38527
C 2.51602 -0.55464 -0.89790
C 1.38015 -0.35178 -0.50315
H 5.67756 -0.50396 -3.34133
H 4.54636 0.81572 -3.04234
H 3.98449 -0.66891 -3.80353
H 6.46381 -0.58918 -0.28591
H 5.21825 -0.82856 0.93714
H 5.35472 0.72273 0.11137
H 5.38350 -3.20253 -1.66423
H 3.67632 -3.31142 -2.09672
H 4.15303 -3.29199 -0.40187
C 0.53344 -1.82952 -3.70592
C -0.59829 -2.36434 -2.86764
C -1.86929 -2.74140 -3.59180
O -0.52025 -2.44281 -1.66324
H 0.53053 -2.23300 -4.71668
H 1.48500 -2.01418 -3.21260
H 0.40816 -0.74899 -3.77041
H -1.68065 -3.04284 -4.61986
H -2.52337 -1.86522 -3.59850
H -2.38960 -3.53176 -3.05400


2.
63
Properties=species:S:1:pos:R:3 method="wB97M-V/def2-TZVPD" spin_multiplicity=1 orbital_gap_ha=0.333 homo_energy_ev=-8.45 smiles="CC[C@@H]1C(=O)OC[C@@H]1Cc1cncn1C.CNC(=O)[C@H](Cc1ccccc1)NC(C)=O"
C -5.68191 2.57180 0.30539
C -4.67472 1.87216 -0.61108
C -4.96693 0.36078 -0.75906
C -4.54825 -0.52532 0.41598
O -4.54936 -0.12628 1.57173
O -4.14647 -1.74852 0.01848
C -4.27293 -1.79961 -1.40688
C -4.20538 -0.34304 -1.89360
C -2.75411 0.17361 -2.05797
C -1.92017 -0.72756 -2.92813
C -1.91721 -0.78960 -4.29554
N -1.01976 -1.75075 -4.73779
C -0.46900 -2.24688 -3.65367
N -0.98400 -1.65388 -2.50846
C -0.55944 -1.92590 -1.12492
H -5.62518 2.18409 1.32621
H -6.70165 2.43059 -0.06572
H -5.47139 3.64500 0.33804
H -3.66653 2.02959 -0.21758
H -4.72697 2.34357 -1.59794
H -6.04109 0.22825 -0.91840
H -5.24231 -2.23556 -1.67223
H -3.50239 -2.43538 -1.85024
H -4.72673 -0.23567 -2.85067
H -2.26913 0.26920 -1.08142
H -2.77572 1.17030 -2.51001
H -2.53907 -0.18119 -4.94544
H 0.29174 -3.02203 -3.65320
H 0.20797 -2.70595 -1.10488
H -1.40704 -2.26053 -0.52036
H -0.13562 -1.02317 -0.67313
C 4.78501 -2.10728 2.43880
N 3.91073 -2.05456 1.26645
C 3.49388 -0.96544 0.61242
O 2.81559 -1.10944 -0.39703
C 3.87611 0.43853 1.13211
C 2.70474 1.43576 1.12163
C 1.38120 0.96146 1.70569
C 1.31985 0.00293 2.73960
C 0.07462 -0.44462 3.21716
C -1.11477 0.08310 2.68734
C -1.05879 1.06516 1.68593
C 0.18416 1.49829 1.19299
N 4.97667 1.00550 0.34464
C 6.18430 1.28947 0.82901
C 7.16573 1.91935 -0.13182
O 6.51585 1.06348 1.98520
H 5.07032 -3.14120 2.63911
H 4.26898 -1.70891 3.31410
H 5.69153 -1.52265 2.26205
H 3.60956 -2.92912 0.86432
H 4.18841 0.34819 2.17176
H 3.01043 2.33235 1.66223
H 2.52303 1.72432 0.08450
H 2.22200 -0.40252 3.16946
H 0.03004 -1.18779 4.00062
H -2.07454 -0.25669 3.05531
H -1.97617 1.48047 1.29682
H 0.21683 2.24431 0.41228
H 4.79896 1.18597 -0.63046
H 6.72289 2.80929 -0.57525
H 8.06532 2.19824 0.41513
H 7.41828 1.20191 -0.90958


3.
10
Properties=species:S:1:pos:R:3 method="wB97M-V/def2-TZVPD" spin_multiplicity=1 orbital_gap_ha=0.433 homo_energy_ev=-10.86
N 1.57595 -1.15661 -0.74535
C 0.69360 -0.36897 -0.33930
O 0.30327 0.87254 -0.77918
C -0.86906 1.00687 0.04430
O -1.55357 -0.19907 -0.08596
C -0.29713 -0.57574 0.77980
O -0.40833 0.68478 1.37564
H 2.05632 -0.79566 -1.56942
H -1.31935 1.98438 -0.10989
H -0.18169 -1.45252 1.42935


4.
9
Properties=species:S:1:pos:R:3 method="wB97M-V/def2-TZVPD" spin_multiplicity=1 orbital_gap_ha=0.399 homo_energy_ev=-9.97 smiles=C[C@H](O)Br
C -0.64861 -0.78703 -0.04417
C 0.32034 0.29444 0.40105
O 0.22345 1.52046 -0.11506
Br 2.19161 -0.23083 -0.04975
H -0.55991 -0.53045 -1.16080
H -0.41440 -1.74004 0.26476
H -1.56184 -0.42999 0.25947
H 0.29032 0.46620 1.56114
H 0.15904 1.43724 -1.11664


5.
83
Properties=species:S:1:pos:R:3 method="wB97M-V/def2-TZVPD" spin_multiplicity=5 orbital_gap_ha="0.135 / 0.171" homo_energy_ev="-11.63 / -12.97" total_charge=+2
C -0.19566 2.08739 4.04870
C 0.74400 1.97752 2.97429
C 0.04967 2.13391 1.74081
H 1.82639 1.91756 3.06936
C -1.38630 2.32439 2.08024
C -1.49381 2.25404 3.52863
H -2.37394 2.47841 4.12296
H 0.07374 2.11761 5.11708
H 0.41619 2.34525 0.73137
H -2.12335 2.72821 1.38799
Pt -1.15237 0.22291 1.73495
Si -0.68483 -1.60453 -0.79961
C 1.13006 -1.61958 -0.04716
C 1.66013 -2.84929 0.37477
H 1.06969 -3.75537 0.23376
C 2.93492 -2.93886 0.94058
H 3.33404 -3.91356 1.22998
C 3.73700 -1.81894 1.13629
H 4.74328 -1.89562 1.56402
C 3.20527 -0.57098 0.82154
H 3.81345 0.33037 0.97340
C 1.89399 -0.48805 0.34502
H 1.50076 0.54327 0.28895
C -0.38565 0.44321 -1.60087
C 0.87788 1.17035 -1.89480
H 1.86024 1.04112 -1.39201
C 0.80406 2.43723 -2.60059
H 1.74670 2.89567 -2.88848
C -0.39066 3.08098 -2.80573
H -0.39659 4.06619 -3.26729
C -1.57802 2.46853 -2.42059
H -2.50348 3.00613 -2.63850
C -1.58328 1.19530 -1.82415
H -2.57264 0.79702 -1.53409
H -1.63924 -0.57294 0.21538
Si 0.88288 -0.48235 -2.68395
C 0.61899 -0.33394 -4.50612
C 1.66095 -0.07244 -5.40628
H 2.67183 -0.42334 -5.16098
C 1.39784 0.69687 -6.55177
H 2.21803 0.92079 -7.24908
C 0.09600 1.17633 -6.78389
H -0.10288 1.83184 -7.62685
C -0.96777 0.78000 -5.95599
H -2.00594 1.07440 -6.16185
C -0.69788 -0.01345 -4.84071
H -1.48657 -0.34109 -4.17508
C 2.63400 -1.30731 -2.73227
C 3.90411 -0.69605 -2.70930
H 3.97938 0.38134 -2.85341
C 5.07872 -1.45329 -2.49060
H 6.06546 -0.96239 -2.43021
C 5.01055 -2.85138 -2.37579
H 5.91132 -3.44288 -2.18031
C 3.77416 -3.48741 -2.55039
H 3.69922 -4.58253 -2.55025
C 2.61574 -2.71246 -2.72485
H 1.64744 -3.22252 -2.80275
H -1.25495 -2.59063 0.15899
Cl -2.06810 -2.10677 -2.42007
C -6.34222 2.02138 2.62951
C -6.07776 1.17703 3.71337
C -4.90434 0.42287 3.73266
C -4.01004 0.51810 2.66804
C -4.31702 1.28610 1.52336
C -5.45330 2.09205 1.53926
N -2.74977 -0.10503 2.87710
N -2.68177 -0.72638 4.05573
C -1.38364 -1.03678 4.35950
C -1.01801 -1.49815 5.64596
C 0.29454 -1.80940 5.89341
C 1.25286 -1.55097 4.88384
C 0.85862 -1.04417 3.65637
N -0.44815 -0.81217 3.38518
H -7.23223 2.65021 2.62067
H -6.76555 1.10931 4.55387
H -4.65540 -0.21349 4.58381
H -3.63059 1.26001 0.67369
H -5.64327 2.77082 0.70830
H -1.82427 -1.56239 6.37364
H 0.61667 -2.24269 6.84347
H 2.31513 -1.72923 5.04204
H 1.55532 -0.79119 2.85477


6.
16
Properties=species:S:1:pos:R:3 method="wB97M-V/def2-TZVPD" spin_multiplicity=1 orbital_gap_ha=0.389 homo_energy_ev=-9.54
C 1.80878 -0.08022 0.06793
C 1.06136 1.21025 0.11210
C -0.26479 0.61112 -0.30053
C -1.71162 -0.66379 0.03013
C -0.26109 -0.61930 0.37326
H 2.36069 -0.20369 -0.88463
H 2.46836 -0.29841 0.99330
H 1.62986 1.93563 -0.50177
H 0.90193 1.60432 1.05918
H -0.11476 0.32933 -1.40829
H -1.89100 1.18808 0.82078
H -2.30015 -1.05831 0.93284
H -1.82844 -1.14073 -0.90592
H -0.11531 -0.53757 1.36689
N -1.73571 0.82217 -0.18237
O 0.90536 -1.29026 -0.23664


7.
70
Properties=species:S:1:pos:R:3 method="wB97M-V/def2-TZVPD" spin_multiplicity=5 orbital_gap_ha="0.184 / 0.193" homo_energy_ev="-6.03 / -6.30"
Fe 0.43370 1.79990 -0.70959
Cl -5.13390 0.10456 2.93612
C -3.82674 0.97914 2.30302
C -3.03429 1.87652 3.05202
C -1.95635 2.54938 2.47962
C -1.61787 2.26591 1.09707
O -0.78609 3.02845 0.50217
C -2.36796 1.27686 0.38433
C -1.85472 1.00658 -0.93189
N -1.55624 -0.27737 -1.36838
C -1.17403 -0.43433 -2.76686
C -1.29568 -1.70931 -3.34177
C -1.02285 -1.95637 -4.67168
C -0.47420 -0.94584 -5.47729
C -0.20650 0.33169 -4.85507
C 0.34380 1.36197 -5.66222
C 0.77944 2.52349 -5.00288
C 0.47355 2.81215 -3.70071
N -0.09490 1.81944 -2.93280
C -0.53000 0.61260 -3.47539
C -3.46320 0.68711 0.93731
H -3.11792 1.97169 4.16143
H -1.45755 3.33132 3.02089
H -1.96674 1.76374 -1.72558
H -1.72724 -2.55608 -2.82867
H -1.11671 -3.00769 -4.94645
H -0.16576 -1.23720 -6.49784
H 0.47306 1.20833 -6.75374
H 1.30519 3.34501 -5.52705
H 0.91095 3.73359 -3.30403
H -4.17110 0.21100 0.26723
C 0.40015 -2.58605 5.79794
C -0.63142 -1.73414 5.46790
C -0.71672 -1.22114 4.18788
C 0.04042 -1.80107 3.14160
C 0.99017 -2.78789 3.46346
C 1.18289 -3.13884 4.78459
P -0.07637 -0.79406 1.60032
C -1.55078 -1.41575 -0.48286
C -0.22178 -1.89362 0.07143
C -0.24854 -3.31330 0.57543
C -1.38607 -4.05552 0.66818
C -2.61023 -3.51322 0.19102
C -2.67896 -2.17829 -0.30645
C 1.56101 -0.26803 1.28337
C 2.69015 -1.09652 1.50365
C 3.94292 -0.55057 1.30364
C 4.07658 0.78359 0.95569
C 2.93954 1.60292 0.87789
C 1.69580 0.99147 0.64174
H 0.55212 -2.97779 6.78732
H -1.25281 -1.35970 6.30880
H -1.28750 -0.31493 3.97195
H 1.67835 -3.23087 2.72077
H 1.94722 -3.84034 4.98116
H 0.58479 -1.60872 -0.62615
H 0.68977 -3.72509 0.89541
H -1.30374 -5.09495 1.01113
H -3.50140 -4.11108 0.35252
H -3.62974 -1.86584 -0.73399
H 2.58119 -2.18194 1.65760
H 4.79804 -1.16887 1.46587
H 5.07861 1.21453 0.78471
H 3.04732 2.67292 0.79252
C 3.65404 5.01820 -1.90491
C 2.77021 3.95460 -1.38403
N 1.92018 3.15010 -1.26722
H 4.21134 5.50030 -1.04447
H 3.04407 5.75564 -2.52026
H 4.41802 4.70764 -2.63651


8.
14
Properties=species:S:1:pos:R:3 method="wB97M-V/def2-TZVPD" spin_multiplicity=1 orbital_gap_ha=0.323 homo_energy_ev=-8.93 smiles="CSC(=S)COC=O"
C 1.25851 1.31149 -2.31188
S -0.30967 0.69814 -1.70722
C 0.16185 -0.13026 -0.25200
S 1.63790 -0.20891 0.37492
C -1.07188 -0.76407 0.39462
O -0.73848 -1.58250 1.50094
C -0.74460 -0.91090 2.66448
O -1.05677 0.24475 2.83225
H 1.02856 1.84014 -3.26302
H 1.71039 2.04584 -1.61978
H 1.90358 0.43656 -2.49237
H -1.78483 0.00915 0.71146
H -1.62977 -1.41562 -0.31262
H -0.36480 -1.57382 3.48024


| no. | strongest force on any atom (eV/Å) | DFT total energy (eV) |
| --- | --- | --- |
| 1 | 2.204 | -66333.1032 |
| 2 | 2.783 | -38522.2792 |
| 3 | 1.398 | -10789.5020 |
| 4 | 5.503 | -74244.3082 |
| 5 | 5.675 | -78034.4947 |
| 6 | 5.364 | -8864.2961 |
| 7 | 3.676 | -100478.5960 |
| 8 | 1.264 | -30010.2287 |